Entry 1:
{"formula": "C9H11BrNaO2Si", "method": "wB97M-V/def2-TZVPD", "mol_weight_g_mol": 282.2, "lumo_ev": -5.10, "largest_force_ha_per_bohr": 0.00760, "homo_energy_ev": -12.05, "charge": 1, "homo_lumo_gap_ev": 6.945, "species": ["C", "Si", "C", "C", "C", "C", "C", "O", "C", "Br", "C", "C", "O", "H", "H", "H", "H", "H", "H", "H", "H", "H", "H", "H", "Na"], "positions_angstrom": [[-2.33522, -0.68424, 0.77113], [-1.08994, 0.30552, -0.20580], [-1.27039, 2.12036, 0.15876], [-1.37423, 0.01270, -2.06741], [0.64098, -0.29832, 0.22746], [0.96420, -1.59159, 0.25998], [2.36381, -2.02158, 0.56922], [2.84593, -3.02188, 0.10330], [3.13557, -1.06735, 1.44412], [4.50790, -1.79718, 2.46236], [2.84598, 0.23001, 1.40378], [1.75015, 0.67726, 0.50753], [1.76074, 1.76498, -0.02808], [-3.20813, -0.97077, 0.18182], [-1.88716, -1.59945, 1.16234], [-2.67882, -0.10333, 1.62907], [-0.52927, 2.73723, -0.34727], [-1.13514, 2.27275, 1.23281], [-2.27761, 2.47643, -0.08369], [-1.86861, 0.90970, -2.46379], [-0.44666, -0.13475, -2.62331], [-2.03512, -0.83729, -2.24119], [0.26040, -2.39018, 0.04395], [3.39954, 0.97941, 1.95380], [-2.33887, 2.03155, -4.05089]], "atomic_forces_ev_per_a": [[0.06, -0.09, 0.01], [0.01, 0.07, 0.03], [-0.10, 0.05, 0.05], [0.05, 0.04, -0.17], [0.12, 0.06, 0.10], [0.02, -0.05, 0.11], [0.08, -0.01, -0.08], [-0.18, 0.07, 0.26], [-0.12, -0.09, -0.15], [0.17, -0.03, 0.04], [-0.12, -0.04, 0.03], [-0.04, -0.08, -0.24], [-0.04, 0.10, 0.16], [-0.01, 0.06, 0.02], [-0.05, -0.02, -0.03], [-0.01, -0.02, -0.01], [0.01, -0.02, -0.03], [0.00, 0.07, -0.03], [0.02, -0.04, 0.02], [-0.07, -0.09, 0.37], [0.00, -0.02, 0.04], [0.04, 0.00, -0.07], [0.09, -0.02, -0.11], [0.05, 0.03, -0.11], [0.01, 0.10, -0.24]], "mulliken_charge": [-1.133, 0.445, -1.128, -0.496, 0.378, -0.036, -0.023, -0.474, 0.054, -0.066, -0.509, 0.350, -0.549, 0.359, 0.349, 0.321, 0.336, 0.320, 0.365, -0.789, 0.530, 0.483, 0.431, 0.476, 1.005]}

---

Entry 2:
{"formula": "C18H57N15O9", "method": "wB97M-V/def2-TZVPD", "mol_weight_g_mol": 627.8, "lumo_ev": 0.47, "largest_force_ha_per_bohr": 0.07551, "homo_energy_ev": -8.97, "homo_lumo_gap_ev": 9.440, "relative_energy_kj_mol": 131.3, "species": ["C", "O", "C", "C", "C", "N", "H", "H", "H", "H", "H", "H", "H", "H", "H", "H", "H", "C", "O", "C", "C", "C", "N", "H", "H", "H", "H", "H", "H", "H", "H", "H", "H", "H", "C", "O", "C", "C", "C", "N", "H", "H", "H", "H", "H", "H", "H", "H", "H", "H", "H", "N", "C", "N", "O", "H", "H", "H", "H", "N", "C", "N", "O", "H", "H", "H", "H", "N", "C", "N", "O", "H", "H", "H", "H", "N", "C", "N", "O", "H", "H", "H", "H", "N", "C", "N", "O", "H", "H", "H", "H", "N", "C", "N", "O", "H", "H", "H", "H"], "positions_angstrom": [[-4.68987, -20.98894, -0.97364], [-3.78404, -20.24944, -1.76126], [-4.13178, -18.94951, -2.04319], [-2.87235, -18.25827, -2.55225], [-1.57330, -18.68034, -1.86332], [-3.04080, -16.79878, -2.40968], [-5.11789, -20.37611, -0.13034], [-4.13586, -21.84542, -0.51178], [-5.50760, -21.36105, -1.62533], [-4.95302, -18.85689, -2.78641], [-4.43044, -18.43274, -1.14569], [-2.79929, -18.51910, -3.59111], [-1.43579, -19.72243, -1.68491], [-1.60899, -18.18075, -0.90772], [-0.60836, -18.43018, -2.40344], [-2.60328, -16.31667, -3.17097], [-2.60491, -16.47827, -1.52496], [-8.21077, -21.51225, -10.91820], [-7.54492, -20.41924, -10.32594], [-6.20764, -20.72138, -9.80346], [-5.62828, -19.37410, -9.41533], [-5.42618, -18.42699, -10.64829], [-4.43527, -19.59318, -8.69064], [-8.04333, -22.43211, -10.33843], [-7.79130, -21.63958, -11.93312], [-9.31739, -21.34906, -11.03738], [-6.30347, -21.37312, -8.94172], [-5.48837, -21.21706, -10.49188], [-6.34953, -18.90767, -8.71112], [-6.40972, -18.23653, -11.05989], [-4.83248, -18.96798, -11.38113], [-5.09871, -17.42336, -10.42394], [-3.91135, -20.39875, -8.94993], [-3.87962, -18.74850, -8.54612], [-12.19933, -21.34979, 0.65021], [-11.11224, -21.93097, 0.05109], [-9.98163, -22.03478, 0.88631], [-8.79416, -22.51447, -0.01490], [-7.69994, -22.78988, 0.99589], [-8.46484, -21.53370, -0.97269], [-12.04624, -20.26658, 0.95172], [-12.51136, -21.92231, 1.54893], [-12.93884, -21.50338, -0.11168], [-9.80605, -21.08116, 1.35487], [-10.07857, -22.86795, 1.64713], [-9.14158, -23.42074, -0.53534], [-7.96914, -23.64475, 1.62856], [-7.69212, -21.96406, 1.73553], [-6.61692, -22.85546, 0.70717], [-7.76273, -21.82469, -1.63886], [-9.30517, -21.31149, -1.45430], [-7.11970, -16.82145, -2.08896], [-7.60001, -18.07278, -1.99387], [-7.52474, -18.65166, -0.79103], [-8.15873, -18.63977, -2.96232], [-7.13550, -16.28300, -2.91789], [-7.14592, -16.32910, -1.21869], [-6.78397, -18.47791, -0.16204], [-7.98973, -19.49102, -0.72085], [-5.85826, -20.15876, -5.82488], [-6.04639, -21.39649, -5.23617], [-7.03173, -21.34034, -4.16542], [-5.49341, -22.41881, -5.70464], [-6.38908, -19.35607, -5.45177], [-5.54549, -20.16031, -6.80190], [-7.14789, -22.14410, -3.59409], [-7.40398, -20.43318, -3.92214], [-9.28544, -18.41704, -7.61545], [-8.64899, -18.35357, -6.43515], [-9.50334, -18.77435, -5.46669], [-7.59903, -17.72523, -6.32795], [-8.76797, -18.48538, -8.48724], [-10.28154, -18.64787, -7.69881], [-10.05225, -19.60634, -5.71218], [-9.37601, -18.64164, -4.47236], [-5.33468, -16.55711, -5.13742], [-4.24763, -16.19619, -5.96571], [-4.42323, -15.98207, -7.35650], [-3.09738, -16.22512, -5.51607], [-5.09531, -16.58223, -4.14234], [-6.29412, -16.58650, -5.42795], [-5.32452, -16.31114, -7.66739], [-3.70420, -16.50916, -7.85720], [-5.44572, -26.07859, -1.97099], [-5.84287, -24.98203, -2.71524], [-5.45146, -25.12258, -4.02813], [-6.51024, -24.08000, -2.29518], [-4.87527, -26.80884, -2.34588], [-5.35793, -25.86720, -1.00348], [-4.99882, -25.93205, -4.33480], [-5.87237, -24.44235, -4.70616], [-6.35699, -24.15323, -7.89746], [-5.20456, -24.00742, -8.74609], [-4.22884, -23.23263, -8.08696], [-5.14208, -24.60563, -9.83484], [-7.11937, -24.78271, -8.12322], [-6.40501, -23.70781, -7.00676], [-4.46900, -22.80718, -7.19087], [-3.32298, -23.21095, -8.48353]], "atomic_forces_ev_per_a": [[-0.24, -0.18, 0.25], [0.10, -1.45, 0.53], [0.35, 0.62, -0.26], [0.61, 0.54, -0.21], [0.86, 0.28, -0.46], [-0.29, -0.19, 0.68], [0.31, -0.39, -0.71], [-0.47, 0.65, -0.55], [0.23, 0.03, 0.56], [0.28, -0.09, 0.22], [-0.41, 0.33, 0.72], [0.06, 0.21, -0.75], [-0.46, -0.91, 0.16], [0.50, 0.10, 0.60], [-1.37, 0.44, 0.37], [0.19, 0.26, -0.45], [-0.42, -0.30, -0.88], [0.00, -0.43, -0.69], [0.89, -0.11, 0.52], [-0.98, 0.71, -0.68], [-0.77, 1.28, -0.55], [-1.40, -1.15, 0.60], [0.78, 0.50, 1.52], [-0.12, 0.11, -0.15], [-0.25, -0.31, 0.26], [1.12, 0.24, 0.41], [-0.07, -0.14, 0.31], [-0.79, 0.11, -0.26], [0.09, -0.02, -0.42], [-0.30, -0.24, -0.44], [0.29, 0.36, -0.15], [0.82, 0.06, 0.38], [0.58, -0.29, -0.31], [-0.08, -0.74, -0.18], [-0.76, 0.41, 0.99], [1.53, -0.41, -0.15], [0.42, -1.98, -1.14], [-0.65, -0.77, 1.50], [1.23, 0.34, 1.20], [0.72, 1.49, -0.14], [-0.17, -1.01, -0.48], [0.08, 0.31, -0.20], [-0.98, 0.65, -0.03], [0.41, 0.45, 0.35], [-0.37, 1.01, -0.43], [0.12, -0.19, 0.48], [0.23, -0.16, -0.41], [-0.02, -0.04, -0.37], [-1.20, -0.26, -0.43], [0.00, -0.26, 0.11], [-0.64, 0.35, -0.79], [0.51, 0.21, 1.30], [-1.20, -0.52, -2.02], [0.44, 1.79, -0.06], [0.61, 0.18, 0.73], [-0.27, 0.09, -0.77], [0.36, 0.47, 0.05], [0.62, 0.36, 0.48], [-0.98, -2.68, 0.28], [-0.54, -0.89, 0.83], [-1.62, 1.14, 0.17], [2.58, -0.18, -2.89], [-1.15, 0.89, 1.48], [0.57, -0.55, -0.70], [0.21, 0.30, 0.60], [0.05, -0.56, 0.45], [-0.04, -0.10, 0.32], [-0.88, -0.85, -2.81], [-1.17, 1.82, 0.17], [-0.57, -1.44, 0.83], [0.36, -0.74, 0.59], [0.02, 0.19, 0.43], [1.01, 0.04, 0.35], [0.37, 0.82, 0.24], [0.76, 0.12, -0.10], [1.89, 1.15, -0.64], [0.69, -1.57, 1.02], [-0.50, -0.70, 0.84], [-1.16, 0.44, -0.28], [-0.04, 0.02, -0.62], [-0.16, -0.14, -0.28], [-0.36, 0.08, -0.11], [-0.06, 0.62, 0.33], [-0.50, 0.71, 0.50], [1.17, -2.49, -2.04], [-1.83, 2.79, -0.09], [-0.68, 1.48, 0.77], [0.24, 0.08, -0.09], [0.03, -0.26, 0.65], [0.56, -0.97, -0.59], [1.00, -1.02, 0.86], [0.83, -0.07, -1.52], [-1.08, -1.25, 1.09], [-1.89, -0.92, -1.27], [0.42, 1.68, 2.00], [0.64, 0.28, -0.39], [0.24, 0.36, 0.36], [0.27, -0.15, -0.24], [0.62, 0.10, -0.22]], "mulliken_charge": [-0.391, -0.384, 0.028, 0.517, -1.552, -0.591, 0.235, 0.294, 0.182, -0.240, 0.158, 0.310, 0.329, 0.381, 0.341, 0.238, 0.267, -0.739, -0.324, -0.310, 1.179, -1.690, -0.410, 0.262, 0.289, 0.225, 0.042, 0.372, -0.498, 0.387, 0.344, 0.426, 0.177, 0.107, -0.748, -0.297, -1.130, 0.587, -1.422, -0.191, 0.268, 0.308, 0.262, 0.407, 0.381, 0.379, 0.441, 0.379, 0.221, -0.210, 0.265, -0.296, 0.312, -0.387, -0.675, 0.229, 0.201, 0.209, 0.288, 0.206, 0.525, 0.052, -0.891, -0.157, 0.121, 0.101, -0.005, -0.420, 0.524, -0.334, -0.632, 0.207, 0.205, 0.205, 0.293, -0.132, 0.565, -0.618, -0.605, 0.040, 0.262, 0.292, 0.261, -0.508, 0.625, -0.307, -0.544, 0.174, 0.248, 0.164, 0.133, -0.256, 0.375, -0.205, -0.686, 0.164, 0.272, 0.343, 0.193]}

---

Q: Which formula does entry 1 have?
A: C9H11BrNaO2Si